[1]
DFT (wB97M-V/def2-TZVPD) results for 2 unconnected molecules or ions with the total composition C6H12O in a non-equilibrium geometry.

Each line ends with the Mulliken charge.
Element x y z (Å)
1 C -3.3182 -0.3864 0.1481  -1.135
2 C -1.9404 -0.8328 -0.2786  -0.174
3 C -0.8207 -0.2536 0.1395  -0.222
4 C 0.5221 -0.5026 -0.3998  -0.741
5 C 1.6286 -0.4449 0.3406  0.277
6 C 2.9950 -0.5565 -0.2406  -1.159
7 H -3.2958 0.0729 1.1363  0.326
8 H -4.0059 -1.2296 0.1539  0.336
9 H -3.6737 0.3318 -0.5879  0.251
10 H -1.9055 -1.6971 -0.9324  0.388
11 H -0.8808 0.4858 0.9361  0.376
12 H 0.5814 -0.9327 -1.3991  0.264
13 H 1.5406 -0.1257 1.3718  0.324
14 H 2.9869 -0.7325 -1.3175  0.317
15 H 3.5952 0.3459 -0.0894  0.265
16 H 3.5671 -1.3632 0.2320  0.309
17 O 0.7715 2.5030 0.6410  -0.628
18 H 0.1945 2.2676 -0.0950  0.333
19 H 1.4581 3.0505 0.2410  0.296

Molecular weight in u: 100.2
ΔE to the lowest compared entry with this formula, charge and spin in kcal per mole: 34.3
SMILES: C/C=C/C=C/C.O
Electronic energy in Ha: -311.004623
LUMO energy in Ha: 0.033

=====

[2]
DFT (wB97M-V/def2-TZVPD) results for a single C2H4NP molecule in a non-equilibrium geometry.

Each line ends with the Löwdin spin population.
Element x y z (Å)
1 C -0.4911 0.4230 -0.1740  1.194
2 C -0.4654 -0.3108 1.0648  0.208
3 N 2.0546 0.2450 -1.2091  0.417
4 P 0.5930 0.2892 -1.5216  0.102
5 H -1.1433 0.1059 1.6953  0.021
6 H 0.4855 -0.1167 1.4268  0.031
7 H -0.6204 -1.3141 1.0397  0.022
8 H -0.4129 0.6786 -2.3218  0.005

Molecular weight in u: 73.0
ΔE to the lowest compared entry with this formula, charge and spin in kcal per mole: 93.8
Electronic energy in Ha: -474.459127
Multiplicity: 3
LUMO energy (spin up / spin down) in Ha: -0.007 / -0.057

=====

[3]
DFT (wB97M-V/def2-TZVPD) results for 2 unconnected molecules or ions with the total composition C5H4ClNO in a non-equilibrium geometry.

Each line ends with the Mulliken charge.
Element x y z (Å)
1 C 1.5636 0.9030 0.7240  0.411
2 C -1.6159 -1.0718 0.4940  -0.449
3 C -1.0935 0.0934 0.1386  -0.376
4 C -0.5917 0.5510 -1.1431  0.457
5 C 1.4647 0.1705 -0.4716  -0.426
6 N 1.8964 1.5642 1.6506  -0.459
7 O -0.7934 1.0954 -2.1278  -0.308
8 Cl 1.2969 -1.5830 -0.5089  -0.146
9 H -1.6735 -1.2040 1.6487  0.240
10 H -1.5318 -1.9234 -0.1339  0.330
11 H -1.0804 0.8813 0.9516  0.312
12 H 2.1585 0.5231 -1.2222  0.414

Molecular weight in u: 129.5
ΔE to the lowest compared entry with this formula, charge and spin in kcal per mole: 90.7
Electronic energy in Ha: -782.972298
LUMO energy (spin up / spin down) in Ha: -0.011 / -0.011

=====

[4]
DFT (wB97M-V/def2-TZVPD) results for 2 unconnected molecules or ions with the total composition C4H3NO8 in a non-equilibrium geometry.

Each line ends with the Mulliken charge.
Element x y z (Å)
1 C 0.4609 -0.6693 1.8890  0.185
2 C -3.2094 -0.8850 -2.7965  0.611
3 C 0.8675 -0.2184 0.6578  -0.569
4 C -2.8225 0.1269 -1.5639  0.362
5 N 2.1024 0.1976 0.4250  1.012
6 O -0.6511 -1.1669 2.0877  -0.678
7 O -2.1532 -1.3129 -3.2853  -0.715
8 O 1.2868 -0.6219 3.0008  -0.613
9 O -4.3376 -0.9843 -3.1861  -0.657
10 O 2.4376 0.5975 -0.7035  -0.763
11 O 2.9340 0.0800 1.3393  -0.846
12 O -3.4946 0.6188 -0.7230  -0.587
13 O -1.4552 0.0783 -1.5845  -0.468
14 H 0.2058 -0.1542 -0.1345  0.855
15 H 2.2377 -0.3486 2.6603  0.436
16 H -1.2154 -0.4817 -2.4241  0.434

Molecular weight in u: 193.1
Net charge: -2
ΔE to the lowest compared entry with this formula, charge and spin in kcal per mole: 8.0
Electronic energy in Ha: -810.901266
LUMO energy in Ha: 0.222

=====

[5]
DFT (wB97M-V/def2-TZVPD) results for a molecular structure, C3H4LiO5Y in a non-equilibrium geometry.

Each line ends with the Löwdin spin population.
Element x y z (Å)
1 O -2.4437 -1.4244 0.7857  0.001
2 C -1.4512 -0.4479 0.7708  0.003
3 C -1.8240 0.8304 0.2548  0.005
4 O -1.0656 1.8352 0.1784  0.064
5 H -2.8478 -1.4729 1.6572  0.000
6 H -0.8708 -0.3863 1.7049  0.002
7 H -2.7558 0.8583 -0.3417  0.001
8 Y 1.1453 2.4974 0.2190  0.799
9 O 0.8838 -1.0348 -0.9510  0.006
10 C 2.0448 -0.5029 -1.0166  0.007
11 O 2.2736 0.6707 -0.4749  0.071
12 O 3.0221 -1.0735 -1.5723  0.001
13 Li 4.1243 0.4334 -1.0956  0.040
14 H -0.2351 -0.7827 -0.1188  0.000

Molecular weight in u: 215.9
Net charge: +1
ΔE to the lowest compared entry with this formula, charge and spin in kcal per mole: 25.5
Electronic energy in Ha: -538.540190
Multiplicity: 2
LUMO energy (spin up / spin down) in Ha: -0.173 / -0.187

=====

[6]
DFT (wB97M-V/def2-TZVPD) results for 10 unconnected molecules or ions with the total composition C30H86N10O12 in a non-equilibrium geometry.

Each line ends with the Mulliken charge.
Element x y z (Å)
1 C 4.7183 5.1253 -6.6858  -0.719
2 O 3.7092 4.1243 -6.3144  -0.351
3 C 3.6730 3.9455 -4.8353  -0.827
4 C 2.6455 2.8307 -4.3671  0.348
5 C 1.1760 3.1704 -4.5499  -1.201
6 N 2.8459 2.6088 -2.9658  -0.414
7 H 5.5693 5.2716 -6.0205  0.311
8 H 4.0613 5.9733 -6.8790  0.274
9 H 5.1501 4.8880 -7.6580  0.253
10 H 4.6456 3.5485 -4.5447  0.428
11 H 3.4573 4.8353 -4.2439  0.347
12 H 3.0330 1.8694 -4.7046  0.249
13 H 0.4638 2.3654 -4.3686  0.258
14 H 1.0942 3.3472 -5.6223  0.442
15 H 0.8339 4.0925 -4.0800  0.316
16 H 2.1331 1.9983 -2.5927  -0.194
17 H 2.8277 3.4438 -2.3979  0.088
18 C -1.4092 0.3613 -1.7848  -0.575
19 O -0.6100 0.1475 -0.5474  0.394
20 C 0.2771 1.1327 -0.2711  0.535
21 C 1.1600 0.7540 0.9195  1.055
22 C 0.3544 0.5358 2.2059  -0.916
23 N 2.1244 1.6907 1.3648  -0.009
24 H -0.8239 0.5857 -2.6766  0.352
25 H -2.2570 1.0442 -1.8388  0.399
26 H -1.9480 -0.5692 -1.9637  -0.271
27 H 0.9533 1.2639 -1.1158  -0.992
28 H -0.2304 2.0395 0.0580  0.637
29 H 1.5969 -0.2094 0.6564  -0.293
30 H 0.1647 1.4396 2.7848  0.491
31 H 0.8432 -0.1198 2.9265  -0.247
32 H -0.5355 -0.0673 2.0257  -0.451
33 H 2.5778 1.4124 2.2234  0.031
34 H 2.9504 1.7025 0.7837  0.111
35 C -1.8218 -2.5795 0.8176  0.365
36 O -2.7333 -3.5414 0.3203  -0.552
37 C -3.5633 -2.9393 -0.6218  0.001
38 C -4.5406 -3.9593 -1.2139  0.400
39 C -5.5861 -4.5305 -0.2553  -1.456
40 N -3.8323 -5.0771 -1.8840  -0.755
41 H -1.0826 -3.1785 1.3494  0.316
42 H -2.3306 -1.8496 1.4473  -0.363
43 H -1.4063 -2.0401 -0.0335  -0.084
44 H -4.1613 -2.1159 -0.2313  0.205
45 H -2.9583 -2.5338 -1.4327  0.092
46 H -5.1150 -3.5814 -2.0597  0.117
47 H -5.2195 -4.6633 0.7626  0.272
48 H -5.8423 -5.5407 -0.5745  0.399
49 H -6.2669 -3.6948 -0.0933  0.342
50 H -4.4095 -5.8266 -2.2379  0.246
51 H -3.1447 -5.4593 -1.2506  0.253
52 C -0.3851 -1.8231 4.6782  -0.364
53 O 0.7164 -2.7385 4.5228  -0.248
54 C 1.7230 -2.6817 5.5263  0.009
55 C 2.7201 -3.8854 5.3061  0.449
56 C 3.7195 -4.1520 6.3771  -1.540
57 N 3.4719 -3.7526 4.0863  -0.768
58 H -1.1522 -2.0381 5.4222  0.374
59 H -0.9207 -1.6326 3.7482  -0.229
60 H 0.0150 -0.8675 5.0170  0.401
61 H 2.3776 -1.8121 5.4680  -0.323
62 H 1.3233 -2.6701 6.5403  0.405
63 H 2.0339 -4.7299 5.2430  0.352
64 H 4.5453 -4.8379 6.1881  0.393
65 H 3.1871 -4.5317 7.2492  0.403
66 H 4.1839 -3.2318 6.7316  0.242
67 H 3.9614 -2.8692 4.0998  0.242
68 H 2.8012 -3.5714 3.3532  0.314
69 C -4.3543 -0.7849 -3.8930  -0.586
70 O -4.6308 0.0316 -4.9850  -0.392
71 C -3.5390 0.9109 -5.1804  -0.790
72 C -3.6314 1.5610 -6.6012  0.479
73 C -2.6088 2.5750 -6.8749  -1.437
74 N -4.8765 2.2273 -6.7991  -0.851
75 H -3.4104 -1.3016 -4.0668  0.329
76 H -5.0922 -1.5872 -3.8985  0.278
77 H -4.3494 -0.2662 -2.9344  0.285
78 H -3.4996 1.6494 -4.3796  0.361
79 H -2.5493 0.4543 -5.1959  0.324
80 H -3.6102 0.8131 -7.3938  0.400
81 H -1.6016 2.1600 -6.8369  0.336
82 H -2.6371 3.2224 -5.9984  0.340
83 H -2.7481 2.9837 -7.8757  0.377
84 H -5.5501 1.5249 -6.5292  0.300
85 H -5.0485 2.2182 -7.7943  0.275
86 C -3.6742 0.5189 2.0669  -0.451
87 O -4.5500 -0.5583 2.3399  -0.316
88 C -4.6965 -0.7473 3.7403  -0.614
89 C -5.2489 -2.1663 4.1127  0.591
90 C -6.3487 -2.7195 3.1665  -1.123
91 N -5.5650 -2.3734 5.5408  -0.762
92 H -3.8611 1.4461 2.6086  0.486
93 H -3.7853 0.8250 1.0267  0.182
94 H -2.6678 0.1152 2.1775  0.029
95 H -3.7365 -0.7315 4.2563  0.252
96 H -5.2908 0.0779 4.1327  0.367
97 H -4.3601 -2.7853 3.9907  0.161
98 H -7.1547 -1.9866 3.1308  0.338
99 H -6.7082 -3.6780 3.5409  0.423
100 H -5.9048 -2.8281 2.1770  0.025
101 H -5.4761 -3.3198 5.8822  0.259
102 H -4.9199 -1.8558 6.1205  0.242
103 N 5.4576 -0.1449 -0.9618  -0.207
104 C 5.4732 0.0031 0.2926  0.527
105 N 4.4353 -0.5249 0.8398  -0.119
106 O 6.3316 0.6945 0.8994  -0.800
107 H 6.1859 0.0708 -1.6275  0.194
108 H 4.6926 -0.7281 -1.2696  0.285
109 H 4.2895 -0.3503 1.8239  -0.108
110 H 3.8177 -1.0125 0.2066  0.531
111 N 2.7475 -2.4456 -3.3955  -0.483
112 C 2.2885 -1.7431 -2.4062  0.437
113 N 0.9647 -1.6280 -2.4506  -0.154
114 O 2.9805 -1.3939 -1.5024  -0.647
115 H 2.1028 -2.4598 -4.1728  0.206
116 H 3.7504 -2.3265 -3.4120  0.300
117 H 0.5753 -1.1739 -1.6368  -0.250
118 H 0.2693 -2.0529 -3.0473  0.267
119 O 0.9555 4.4980 1.5757  -0.482
120 C 1.8358 5.5352 1.6298  -0.346
121 C 2.6421 5.7581 0.2428  -0.062
122 O 2.0102 6.6504 -0.5986  -0.538
123 H 1.4527 3.6789 1.5163  0.215
124 H 1.4340 6.4766 2.0045  0.339
125 H 2.6918 5.2854 2.2566  0.211
126 H 2.8910 4.8899 -0.3675  -0.116
127 H 3.6785 6.0729 0.3651  0.437
128 H 2.6642 7.2133 -1.0193  0.303
129 O 5.0833 -0.7216 3.8883  -0.406
130 C 4.6214 -0.0390 5.0373  -0.441
131 C 3.2569 0.7649 4.7436  0.396
132 O 3.3976 1.9632 4.0765  -0.627
133 H 5.9702 -1.0879 3.9181  0.206
134 H 4.5040 -0.6804 5.9108  0.195
135 H 5.3959 0.6816 5.2999  0.434
136 H 2.7409 0.9303 5.6894  0.551
137 H 2.5059 0.1849 4.2072  -0.467
138 H 4.0583 1.8902 3.3839  0.333

Molecular weight in u: 779.1
ΔE to the lowest compared entry with this formula, charge and spin in kcal per mole: 241.8
SMILES: COC[C@H](C)N.COC[C@H](C)N.COC[C@H](C)N.COC[C@H](C)N.COC[C@H](C)N.COC[C@H](C)N.NC(N)=O.NC(N)=O.OCCO.OCCO
Electronic energy in Ha: -2644.796718
LUMO energy in Ha: 0.004